# 1
C32H64O14 | ωB97M-V/def2-TZVPD

Geometry (Å):
C  -4.516  1.461  0.742
C  -3.726  2.413  1.742
O  -4.154  2.338  3.054
C  -3.874  1.292  3.882
C  -4.164  1.537  5.301
O  -3.372  0.288  3.589
H  -4.535  0.431  1.035
H  -3.751  1.505  -0.207
H  -5.660  1.637  0.531
H  -2.652  1.955  1.849
H  -3.748  3.200  1.214
H  -4.515  2.633  5.360
H  -3.090  1.476  5.857
H  -4.793  0.730  5.680
C  -4.041  -4.947  -0.464
C  -3.876  -3.587  -1.080
O  -5.114  -2.689  -0.961
C  -5.040  -1.367  -1.495
C  -6.362  -0.755  -1.234
O  -4.160  -0.874  -2.069
H  -5.019  -5.417  -0.774
H  -4.018  -4.717  0.776
H  -3.271  -5.441  -0.552
H  -3.135  -3.033  -0.768
H  -3.712  -3.688  -2.120
H  -6.668  -0.597  -2.446
H  -6.229  0.047  -0.552
H  -7.150  -1.136  -0.732
C  5.295  -3.509  2.970
C  3.898  -3.231  2.222
O  4.072  -3.149  0.834
C  3.281  -2.477  0.006
C  3.539  -2.757  -1.521
O  2.338  -1.836  0.447
H  5.933  -2.834  2.714
H  5.622  -4.381  2.756
H  4.945  -3.372  3.861
H  3.407  -4.191  2.604
H  3.550  -2.175  2.742
H  4.215  -3.692  -1.520
H  4.011  -1.943  -1.936
H  2.445  -2.830  -1.982
C  -1.705  4.151  -1.108
C  -0.337  4.425  -1.221
O  0.096  5.732  -0.927
C  1.372  5.914  -0.682
C  1.697  7.396  -0.677
O  2.261  5.021  -0.381
H  -2.061  3.157  -1.529
H  -2.377  4.764  -1.625
H  -2.121  4.174  -0.108
H  0.162  3.839  -0.442
H  0.131  3.886  -2.180
H  0.973  8.049  -1.013
H  2.379  7.502  -1.438
H  2.418  7.802  0.054
C  6.435  -0.234  -3.016
C  5.309  0.498  -3.640
O  4.348  0.805  -2.709
C  3.335  1.613  -2.974
C  2.533  1.945  -1.694
O  3.129  2.046  -4.098
H  5.928  -1.177  -2.331
H  6.937  0.548  -2.393
H  7.348  -0.475  -3.706
H  5.640  1.314  -4.178
H  5.030  -0.092  -4.585
H  1.795  2.635  -1.850
H  3.117  2.404  -0.892
H  2.048  1.022  -1.308
C  -0.234  -0.488  -1.835
C  -0.480  -0.003  -0.486
C  -0.826  -0.929  0.627
O  -0.648  1.373  -0.114
H  0.119  0.211  -2.525
H  -1.021  -0.708  -2.449
H  0.519  -1.316  -1.745
H  -0.140  -1.687  0.679
H  -1.746  -1.161  0.429
H  -0.943  -0.369  1.687
C  0.289  -4.381  6.131
C  0.702  -3.774  4.761
C  -0.381  -3.442  3.774
O  1.934  -3.422  4.516
H  0.901  -3.863  6.972
H  0.337  -5.403  6.172
H  -0.702  -4.176  6.291
H  -1.097  -4.026  3.880
H  0.009  -3.265  2.775
H  -0.900  -2.564  4.140
C  1.209  3.139  2.397
C  2.543  2.610  2.939
C  2.759  1.021  2.988
O  3.535  3.400  3.149
H  0.792  3.679  3.349
H  0.517  2.436  2.032
H  1.427  3.902  1.489
H  1.782  0.701  3.721
H  3.730  0.691  3.460
H  2.597  0.567  2.013
C  -2.547  -1.399  -5.351
C  -1.105  -1.191  -5.407
C  -0.567  -0.374  -6.483
O  -0.302  -1.755  -4.538
H  -2.931  -2.233  -6.102
H  -2.911  -0.469  -5.290
H  -2.754  -1.702  -4.183
H  0.591  -0.218  -6.618
H  -1.099  0.585  -6.569
H  -0.981  -0.979  -7.432

Cartesian forces (eV/Å) of the 6 atoms listed first:
0.90 0.49 -1.62
1.99 -10.46 1.64
-1.63 1.47 1.95
-0.70 2.70 0.24
1.76 2.73 1.58
1.84 -3.60 -2.42

2S+1 = 1
Energy relative to the best compared isomer or geometry (same formula, charge and spin) = 1456.4 kJ/mol

Atomic partial charges in e from the Mulliken method, atoms 1 to 4:
1. C -0.906
2. C -0.343
3. O -0.415
4. C 0.601

---

# 2
C32H64O22S4 | ωB97M-V/def2-TZVPD

Geometry (Å):
O  0.748  -1.485  -1.790
S  -0.482  -1.166  -1.091
O  -1.717  -1.781  -1.494
O  -0.208  -1.399  0.488
C  0.275  -0.252  1.222
C  0.260  0.881  0.160
O  -0.566  0.429  -0.894
H  -0.485  -0.058  1.980
H  1.199  -0.532  1.717
H  1.253  1.014  -0.261
H  -0.125  1.744  0.694
O  -3.922  2.013  3.661
S  -2.593  2.262  4.131
O  -1.630  1.199  3.943
O  -2.071  3.663  3.547
C  -1.268  4.350  4.542
C  -2.010  4.025  5.820
O  -2.469  2.692  5.686
H  -0.261  3.933  4.515
H  -1.202  5.415  4.342
H  -2.915  4.623  5.980
H  -1.460  4.229  6.739
O  3.248  2.290  1.193
S  2.357  3.416  1.134
O  1.304  3.493  2.122
O  3.249  4.780  1.027
C  3.608  4.969  -0.327
C  2.516  4.392  -1.194
O  1.655  3.615  -0.324
H  3.667  6.029  -0.583
H  4.613  4.556  -0.440
H  2.835  3.770  -2.031
H  1.783  5.116  -1.553
O  2.635  -6.940  -1.391
S  1.679  -6.717  -2.442
O  1.784  -7.456  -3.659
O  0.154  -6.695  -1.934
C  -0.575  -5.843  -2.825
C  0.288  -4.583  -2.858
O  1.611  -5.102  -2.732
H  -0.581  -6.178  -3.862
H  -1.515  -5.670  -2.312
H  0.108  -3.922  -2.011
H  0.199  -4.042  -3.797
C  -2.841  3.296  0.218
C  -3.886  4.365  0.462
C  -4.805  4.278  -0.777
O  -4.143  3.360  -1.683
C  -2.786  3.365  -1.291
H  -3.209  2.309  0.497
H  -1.859  3.576  0.604
H  -3.436  5.359  0.458
H  -4.475  4.202  1.365
H  -4.783  5.218  -1.341
H  -5.853  4.083  -0.562
H  -2.328  4.322  -1.588
H  -2.208  2.553  -1.733
C  -2.491  -3.465  -6.096
C  -2.506  -2.715  -4.753
C  -1.405  -1.724  -4.834
O  -1.284  -1.390  -6.230
C  -1.569  -2.582  -6.959
H  -3.537  -3.563  -6.385
H  -2.124  -4.486  -5.965
H  -2.521  -3.175  -3.763
H  -3.413  -2.103  -4.795
H  -0.466  -2.084  -4.403
H  -1.744  -0.811  -4.343
H  -0.615  -3.114  -7.053
H  -2.009  -2.443  -7.944
C  1.560  1.878  6.510
C  1.409  0.390  6.581
C  1.492  -0.058  5.122
O  2.743  0.677  4.866
C  2.710  1.959  5.429
H  1.833  2.332  7.465
H  0.707  2.474  6.179
H  0.482  0.117  7.102
H  2.224  -0.122  7.089
H  0.709  0.315  4.463
H  1.550  -1.143  5.138
H  2.422  2.698  4.668
H  3.605  2.389  5.880
C  -5.456  0.253  0.321
C  -4.063  -0.407  0.347
C  -4.371  -1.854  0.506
O  -5.582  -2.014  -0.246
C  -6.408  -0.891  0.090
H  -5.523  1.004  -0.467
H  -5.720  0.694  1.285
H  -3.531  0.026  1.199
H  -3.596  -0.125  -0.594
H  -4.443  -2.308  1.505
H  -3.608  -2.537  0.120
H  -6.973  -1.168  0.992
H  -7.208  -0.746  -0.637
C  3.306  0.612  -1.952
C  3.424  -0.189  -3.215
C  4.906  -0.475  -3.396
O  5.497  0.741  -2.881
C  4.753  1.085  -1.708
H  3.180  -0.107  -1.137
H  2.479  1.318  -1.970
H  3.050  0.278  -4.126
H  2.868  -1.124  -3.103
H  5.133  -0.781  -4.418
H  5.309  -1.306  -2.802
H  4.669  2.176  -1.652
H  5.147  0.710  -0.766
C  2.612  -3.609  0.348
C  3.057  -2.436  1.213
C  4.602  -2.572  1.259
O  5.005  -3.528  0.277
C  3.891  -4.249  -0.225
H  2.052  -3.217  -0.502
H  2.046  -4.404  0.828
H  2.673  -2.616  2.213
H  2.888  -1.503  0.680
H  4.865  -2.976  2.242
H  5.184  -1.666  1.095
H  3.941  -5.282  0.139
H  3.825  -4.423  -1.301

Cartesian forces (eV/Å) of the 6 atoms listed first:
-1.60 0.34 0.34
1.86 0.12 1.63
1.25 1.04 0.40
-0.49 -1.19 -0.81
-1.26 -0.27 -0.62
1.43 -0.90 1.23

2S+1 = 1
Energy relative to the best compared isomer or geometry (same formula, charge and spin) = 282.0 kJ/mol

Atomic partial charges in e from the Mulliken method, atoms 1 to 4:
1. O -0.199
2. S 1.104
3. O -0.505
4. O -0.469

---

# 3
C32H64O36S8 | ωB97M-V/def2-TZVPD

Geometry (Å):
O  -2.965  4.840  9.671
S  -3.028  5.564  8.395
O  -2.431  4.914  7.245
O  -4.566  6.226  8.020
C  -4.835  7.424  8.701
C  -3.468  7.888  9.329
O  -2.541  7.138  8.540
H  -5.386  8.081  8.027
H  -5.521  7.038  9.455
H  -3.381  7.576  10.369
H  -3.375  8.974  9.316
O  -5.395  -3.911  -10.860
S  -4.860  -3.739  -9.480
O  -5.498  -2.757  -8.612
O  -4.723  -5.223  -8.790
C  -3.457  -5.453  -8.145
C  -2.584  -4.228  -8.469
O  -3.230  -3.534  -9.539
H  -3.717  -5.627  -7.101
H  -2.997  -6.369  -8.516
H  -1.575  -4.479  -8.795
H  -2.584  -3.636  -7.553
O  -2.942  2.846  -7.659
S  -2.601  4.151  -8.286
O  -2.178  5.212  -7.347
O  -1.528  3.942  -9.573
C  -2.115  3.338  -10.677
C  -3.624  3.693  -10.553
O  -3.722  4.531  -9.413
H  -1.692  3.627  -11.639
H  -1.916  2.272  -10.566
H  -4.119  2.785  -10.209
H  -4.228  3.908  -11.435
O  -3.522  -7.352  10.446
S  -2.339  -7.471  9.621
O  -1.095  -8.021  10.197
O  -2.662  -8.248  8.236
C  -2.930  -7.465  7.149
C  -2.315  -6.142  7.429
O  -2.068  -6.055  8.771
H  -2.341  -7.918  6.352
H  -3.968  -7.404  6.824
H  -2.955  -5.317  7.117
H  -1.323  -6.037  6.990
O  3.291  2.055  9.518
S  4.180  0.979  9.911
O  5.519  1.320  10.255
O  3.422  -0.050  10.990
C  2.979  -1.216  10.322
C  2.922  -0.948  8.802
O  4.215  -0.302  8.836
H  3.651  -2.042  10.556
H  1.923  -1.355  10.555
H  2.159  -0.207  8.565
H  2.911  -1.794  8.114
O  0.024  -1.278  1.629
S  -0.971  -0.447  0.960
O  -2.306  -0.246  1.519
O  -0.381  0.996  0.686
C  0.027  1.289  -0.587
C  -0.032  -0.012  -1.395
O  -1.064  -0.659  -0.651
H  -0.733  2.002  -0.905
H  1.035  1.688  -0.704
H  0.855  -0.642  -1.328
H  -0.338  0.125  -2.433
O  -5.630  9.034  -0.629
S  -4.439  8.316  -1.148
O  -3.685  8.971  -2.272
O  -3.473  7.667  0.113
C  -4.154  6.567  0.702
C  -5.109  6.049  -0.418
O  -4.899  6.831  -1.571
H  -3.437  5.818  1.039
H  -4.693  6.995  1.547
H  -6.177  6.177  -0.243
H  -4.915  4.998  -0.634
O  -5.839  -4.970  0.521
S  -7.123  -4.786  -0.151
O  -8.146  -5.846  0.027
O  -7.733  -3.326  0.293
C  -8.218  -2.505  -0.695
C  -7.528  -3.025  -1.952
O  -7.081  -4.377  -1.764
H  -9.302  -2.531  -0.807
H  -8.050  -1.484  -0.350
H  -6.701  -2.350  -2.173
H  -8.189  -2.970  -2.817
C  0.836  -9.935  -2.980
C  0.870  -8.678  -2.098
C  1.576  -7.637  -3.030
O  1.228  -8.039  -4.310
C  1.183  -9.455  -4.385
H  -0.163  -10.371  -2.980
H  1.528  -10.684  -2.597
H  1.429  -8.712  -1.162
H  -0.147  -8.345  -1.891
H  2.648  -7.489  -2.903
H  1.248  -6.620  -2.815
H  2.102  -9.817  -4.847
H  0.402  -9.916  -4.989
C  6.176  3.053  -6.926
C  5.785  1.829  -7.677
C  4.758  1.135  -6.774
O  4.352  2.164  -5.796
C  4.918  3.412  -6.138
H  6.626  3.913  -7.423
H  6.913  2.690  -6.209
H  6.588  1.108  -7.827
H  5.376  2.057  -8.661
H  5.110  0.266  -6.218
H  3.849  0.854  -7.305
H  5.115  4.009  -5.247
H  4.182  3.926  -6.756
C  4.832  6.817  4.112
C  4.198  7.606  2.993
C  4.898  6.991  1.814
O  4.926  5.620  2.186
C  4.780  5.415  3.548
H  4.331  6.998  5.063
H  5.869  7.108  4.278
H  4.331  8.688  2.980
H  3.117  7.483  2.915
H  5.897  7.422  1.747
H  4.291  7.254  0.947
H  5.616  4.892  4.012
H  3.818  4.936  3.733
C  6.437  -1.906  1.228
C  7.424  -2.517  0.247
C  8.723  -2.517  1.037
O  8.222  -2.894  2.299
C  6.947  -2.288  2.598
H  5.446  -2.352  1.152
H  6.290  -0.832  1.119
H  7.432  -1.917  -0.663
H  7.228  -3.564  0.012
H  9.303  -1.593  1.029
H  9.425  -3.246  0.633
H  7.024  -1.368  3.177
H  6.241  -3.050  2.929

Cartesian forces (eV/Å) of the 6 atoms listed first:
-0.64 1.96 -2.38
-0.82 0.94 0.41
-1.25 1.67 1.60
1.91 -2.99 -0.97
-0.30 -0.82 1.60
-1.48 -0.91 -0.23

2S+1 = 1
Energy relative to the best compared isomer or geometry (same formula, charge and spin) = 262.2 kJ/mol

Atomic partial charges in e from the Mulliken method, atoms 1 to 4:
1. O -0.509
2. S 1.077
3. O -0.493
4. O -0.344

---

# 4
C32H65IN3O7 | ωB97M-V/def2-TZVPD

Geometry (Å):
C  3.664  4.047  4.860
C  3.331  2.835  4.020
N  2.590  2.867  2.707
C  1.222  2.228  2.773
C  0.531  2.265  4.276
C  -1.101  2.110  4.018
C  -2.024  2.579  5.293
O  -1.266  2.881  6.523
C  3.394  2.338  1.544
N  4.074  0.993  1.630
C  5.454  0.972  1.019
C  5.315  0.159  -0.430
C  4.031  -0.869  -0.482
C  3.930  -1.720  -1.902
C  3.045  -3.093  -1.804
C  1.628  -2.966  -0.993
C  1.457  -4.333  -0.101
C  0.397  -4.224  1.144
C  0.529  -2.869  2.057
C  -0.662  -1.832  1.507
N  3.431  3.109  0.374
C  2.718  4.447  0.216
I  4.024  6.196  0.531
C  2.188  4.491  -1.370
C  0.796  5.388  -1.366
H  3.511  5.156  4.519
H  4.120  3.851  5.940
H  3.638  1.757  4.433
H  1.348  1.114  2.389
H  0.452  2.800  2.061
H  0.864  1.318  4.884
H  0.686  3.284  4.830
H  -1.292  0.962  3.813
H  -1.485  2.701  3.077
H  -2.822  1.716  5.480
H  -2.567  3.585  4.952
H  -1.556  3.816  6.795
H  4.030  0.562  2.577
H  6.241  0.448  1.742
H  5.904  2.033  0.777
H  6.348  -0.425  -0.557
H  5.170  0.995  -1.260
H  2.978  -0.317  -0.381
H  4.073  -1.636  0.407
H  5.050  -2.062  -2.135
H  3.626  -0.985  -2.760
H  3.662  -3.990  -1.356
H  2.777  -3.422  -2.920
H  1.469  -1.966  -0.409
H  0.763  -3.002  -1.816
H  1.025  -5.165  -0.836
H  2.475  -4.765  0.304
H  0.645  -5.138  1.871
H  -0.711  -4.442  0.761
H  0.413  -3.095  3.221
H  1.571  -2.342  1.901
H  -1.084  -1.278  2.447
H  -0.240  -1.083  0.699
H  -1.541  -2.437  0.974
H  3.965  2.783  -0.487
H  1.714  4.521  0.855
H  1.837  3.379  -1.629
H  2.995  4.897  -2.112
H  0.840  6.209  -2.218
H  0.587  5.944  -0.358
H  -0.146  4.680  -1.554
O  -2.654  -4.591  0.375
C  -3.734  -4.164  0.784
O  -3.972  -4.075  2.112
C  -5.113  -3.418  2.694
C  -6.303  -4.356  2.756
C  -4.835  -3.826  -0.175
H  -5.338  -2.484  2.172
H  -4.824  -3.140  3.713
H  -6.618  -4.673  1.758
H  -7.150  -3.872  3.250
H  -6.045  -5.265  3.309
H  -5.371  -4.740  -0.443
H  -4.389  -3.391  -1.075
H  -5.537  -3.085  0.204
O  -2.345  -5.006  -5.102
C  -1.154  -4.729  -5.250
O  -0.701  -4.284  -6.444
C  0.618  -3.755  -6.670
C  1.608  -4.870  -6.946
C  -0.171  -4.967  -4.144
H  0.929  -3.107  -5.845
H  0.546  -3.113  -7.555
H  1.701  -5.545  -6.092
H  2.596  -4.460  -7.173
H  1.274  -5.476  -7.794
H  0.138  -6.015  -4.157
H  -0.663  -4.747  -3.191
H  0.706  -4.323  -4.188
O  -2.599  3.697  0.130
C  -3.326  4.364  -0.606
O  -4.062  3.760  -1.566
C  -5.079  4.415  -2.346
C  -4.472  5.116  -3.546
C  -3.337  5.860  -0.516
H  -5.681  5.085  -1.726
H  -5.755  3.628  -2.696
H  -3.777  5.903  -3.243
H  -5.253  5.564  -4.167
H  -3.901  4.407  -4.155
H  -2.497  6.261  -1.089
H  -3.225  6.145  0.535
H  -4.265  6.315  -0.856

Cartesian forces (eV/Å) of the 6 atoms listed first:
-0.78 -3.87 -2.35
1.62 2.77 2.92
2.05 -0.67 -0.71
-1.74 -0.69 -0.04
-1.19 -0.13 -0.99
0.18 -0.84 0.19

2S+1 = 1
Electronic energy = -2246.275613 hartree
Total charge = +1

Atomic partial charges in e from the Mulliken method, atoms 1 to 4:
1. C -0.771
2. C 0.086
3. N 0.386
4. C 0.110